1.
The following is a quantum chemistry calculation of a molecular structure, C29H25AsIrN4O9 in a non-equilibrium geometry, from the OMol25 dataset.

Last column: Mulliken spin population.
CARTESIAN COORDINATES (ANGSTROEM)
Ir 2.14511 1.11512 1.35563  0.0885
C 4.33139 1.98559 1.21043  0.0215
C 3.50172 2.86576 0.53036  0.0245
C 2.38346 3.44118 1.18598  0.0033
C 2.08071 3.12252 2.50120  0.0040
C 2.89532 2.17175 3.18715  0.0130
C 4.00295 1.60734 2.54300  -0.0045
H 5.18190 1.54378 0.72650  0.0033
H 3.70030 3.11705 -0.50330  0.0023
H 1.72685 4.10153 0.63263  0.0011
H 1.19845 3.52079 2.98163  0.0020
H 2.64356 1.84961 4.18842  0.0013
H 4.61028 0.87013 3.04873  0.0008
O 0.54760 -1.75800 0.69404  0.0048
C 1.76268 -1.88580 0.84011  0.0115
N 2.64273 -0.82138 1.05799  -0.0243
C 3.96981 -1.32922 1.01492  0.0007
O 4.96608 -0.65020 1.11234  0.0016
C 3.87940 -2.79338 0.84611  -0.0024
C 4.88586 -3.73182 0.77563  0.0006
C 4.49405 -5.05963 0.61906  0.0009
C 3.15238 -5.40621 0.53589  0.0010
C 2.15211 -4.43917 0.60209  -0.0007
C 2.55752 -3.13126 0.76128  0.0011
H 5.92760 -3.44825 0.83922  0.0000
H 5.24385 -5.83685 0.56054  0.0001
H 2.88413 -6.44738 0.41673  0.0000
H 1.10555 -4.70604 0.53809  -0.0001
C -2.46332 -2.68941 0.87412  0.0047
As -2.04820 -0.93646 0.26103  0.0154
C -3.66153 0.07896 0.08485  -0.0013
C -1.10547 -0.97183 -1.44154  0.0053
C -2.20555 -1.16942 -2.44249  0.0035
C -2.71054 -0.07957 -3.14888  0.0041
C -3.76424 -0.25082 -4.03130  -0.0016
C -4.32599 -1.50950 -4.20869  0.0054
C -3.82120 -2.60139 -3.51585  -0.0024
C -2.76350 -2.43285 -2.63494  0.0042
H -3.32282 -3.06156 0.32048  0.0008
H -2.69794 -2.62086 1.93461  -0.0010
H -1.59480 -3.32250 0.72204  -0.0001
H -4.34919 -0.49674 -0.53361  -0.0002
H -3.45911 1.02864 -0.40475  0.0005
H -4.08341 0.23171 1.07687  0.0005
H -0.41157 -1.80579 -1.37156  -0.0014
H -0.54933 -0.05050 -1.59060  -0.0004
H -2.25424 0.89708 -3.02671  0.0001
H -4.14295 0.59448 -4.59065  0.0000
H -5.14769 -1.64159 -4.89961  0.0002
H -4.24304 -3.58546 -3.67209  0.0000
H -2.35213 -3.29354 -2.11778  0.0002
O -3.72003 5.40008 -0.15172  0.0005
N -3.50147 4.56678 0.69965  0.0001
O -4.12857 4.39318 1.72705  -0.0006
C -2.35937 3.65702 0.46092  0.0010
C -1.63279 3.78208 -0.71673  0.0034
C -0.58946 2.91341 -0.92155  -0.0090
C -0.19896 1.93836 0.00960  0.0456
O 0.85252 1.21478 -0.21368  -0.0174
C -0.99610 1.85408 1.17692  0.0524
C -2.05862 2.71179 1.41100  0.0283
N -0.71136 0.79079 2.10744  0.4635
O 0.45034 0.68048 2.53448  0.1558
O -1.30850 -0.37925 1.83706  0.0834
N 0.23651 3.01476 -2.13439  0.0007
O 0.88774 4.02889 -2.25896  0.0011
O 0.21664 2.06425 -2.89120  -0.0001
H -1.88247 4.55226 -1.43532  -0.0002
H -2.65166 2.63766 2.31406  -0.0002

**Energy relative to the best compared isomer or geometry (same formula, charge and spin)**: 69.8 kJ/mol
**Total charge**: +2
**LUMO energy (spin up / spin down)**: -7.2301 / -8.7069 eV
**E_HOMO (spin up / spin down)**: -14.44 / -14.42 eV
**⟨S²⟩**: 0.762
**Spin multiplicity**: 2

***

2.
The following is a quantum chemistry calculation of a molecular structure, C29H25Br2Cl5NO4PY in a non-equilibrium geometry, from the OMol25 dataset.

Last column: Löwdin charge in e.
CARTESIAN COORDINATES (ANGSTROEM)
Y 0.55837 0.90294 -0.42112  1.3182
C 3.65336 -2.56823 -0.69152  -0.0259
C 2.15641 -2.55109 -0.57425  -0.2684
C 1.36460 -1.78578 -1.42783  -0.1214
C -0.02639 -1.74963 -1.29339  -0.1667
C -0.64470 -2.47942 -0.28269  -0.0658
C 0.13343 -3.26437 0.55660  -0.0462
C 1.51347 -3.30055 0.40568  -0.0234
H 4.03539 -3.58920 -0.70049  0.0918
H 4.10949 -2.05612 0.15884  0.0851
H 3.98895 -2.07511 -1.60334  0.0828
H 1.83169 -1.27408 -2.26552  0.0745
H -0.63240 -1.23706 -2.04118  0.0713
H -1.71926 -2.44982 -0.17628  0.0975
H -0.33998 -3.86043 1.32661  0.1197
H 2.10839 -3.92215 1.06630  0.1291
Br 3.62090 1.73861 -0.26029  0.6974
C 3.56606 1.98885 1.66399  -0.9395
Br 1.91325 2.74740 2.30572  0.6974
H 4.36579 2.67473 1.90803  0.0125
H 3.67803 1.01282 2.11385  0.0021
C -3.01044 2.01791 1.15402  -0.2467
P -2.08781 2.00239 -0.40527  0.8529
C -2.58970 3.54399 -1.22127  -0.2419
C -2.82896 0.66802 -1.39014  -0.3868
C -2.68179 0.68536 -2.78025  -0.1136
C -3.14281 -0.37199 -3.54972  -0.0709
C -3.75645 -1.45898 -2.94011  -0.0601
C -3.92535 -1.47785 -1.56215  -0.0780
C -3.46157 -0.42075 -0.78962  -0.1045
H -2.79228 1.12563 1.73508  0.0235
H -4.08223 2.10189 0.96977  0.0646
H -2.68629 2.88083 1.73723  0.0559
H -3.67046 3.55357 -1.36588  0.0646
H -2.09668 3.65065 -2.18746  0.0345
H -2.29522 4.39187 -0.60296  0.0486
H -2.20966 1.52864 -3.26991  0.0965
H -3.02100 -0.34549 -4.62450  0.1136
H -4.11385 -2.28759 -3.53729  0.1129
H -4.42700 -2.31043 -1.08551  0.1140
H -3.60273 -0.44805 0.28363  0.1032
O 1.65908 -0.21823 1.31452  -0.1984
C 0.58409 -0.31813 1.98145  -0.6242
O -0.49833 0.17746 1.52363  -0.1559
C 0.60822 -1.00487 3.29395  -0.1224
C -0.51070 -1.01597 4.11961  0.0132
C -0.46266 -1.66353 5.34652  -0.0284
C 0.70056 -2.30781 5.74657  0.0251
C 1.78794 -2.28487 4.89567  -0.1164
C 1.77833 -1.64629 3.67882  0.0644
N 3.03501 -2.98649 5.30995  -0.3473
O 3.96264 -2.97846 4.52718  0.0825
O 3.04906 -3.49049 6.41012  0.1002
H -1.41145 -0.51470 3.79132  0.1206
H -1.32764 -1.67241 5.99519  0.1169
H 0.77803 -2.81968 6.69444  0.1279
H 2.64921 -1.66107 3.04147  0.1278
Cl 0.85627 3.88749 -0.65204  0.5924
C 0.73559 3.33644 -2.33732  -0.6996
C 0.70336 1.97025 -2.53797  -0.3398
C 0.61461 1.60821 -3.87953  -0.6834
Cl 0.55704 -0.09316 -4.30528  0.7109
C 0.54849 2.52100 -4.92943  -0.7077
Cl 0.42185 2.00694 -6.56110  0.7113
C 0.57505 3.89200 -4.64496  -0.7011
Cl 0.48966 5.04423 -5.90647  0.7286
C 0.67121 4.31554 -3.32389  -0.7189
Cl 0.69294 5.98467 -2.92784  0.7170

**Energy relative to the best compared isomer or geometry (same formula, charge and spin)**: 21.8 kJ/mol
**Total charge**: +1
**LUMO energy**: -2.9749 eV
**E_HOMO**: -11.62 eV
**Spin multiplicity**: 1

***

3.
The following is a quantum chemistry calculation of 5 unconnected molecules or ions with the total composition C29H25BrF32N2O4S in a non-equilibrium geometry, from the OMol25 dataset.

Last column: Löwdin charge in e.
CARTESIAN COORDINATES (ANGSTROEM)
F -4.57285 -0.24162 -3.56341  0.0974
C -4.13565 -1.01377 -2.55107  -0.2966
F -2.85526 -0.63327 -2.30357  0.0864
C -4.18490 -2.50348 -2.89562  -0.4235
F -3.36244 -2.78954 -3.93064  0.1350
F -3.69335 -3.19460 -1.82095  0.0819
C -5.58460 -3.07994 -3.18906  -0.0404
O -5.95035 -3.21437 -4.56227  0.0422
C -6.50845 -2.09856 -5.19767  -0.5155
F -6.76564 -1.13432 -4.29493  0.1382
F -7.70941 -2.49871 -5.67144  0.1500
C -5.64891 -1.60426 -6.36276  -0.2626
F -4.41834 -1.24041 -5.94879  0.1040
F -6.21062 -0.51030 -6.93803  0.0814
H -4.73060 -0.79645 -1.65845  0.1768
H -5.56819 -4.10686 -2.81867  0.1493
H -6.36616 -2.58815 -2.60588  0.1476
H -5.53358 -2.37935 -7.12312  0.1790
F 6.04776 -1.18674 3.90745  0.0821
C 4.93680 -1.95217 3.90333  -0.2979
F 5.08297 -2.85560 4.90491  0.0949
C 4.75129 -2.66389 2.56433  -0.4443
F 5.77275 -3.51953 2.32143  0.1277
F 3.63098 -3.43465 2.65468  0.0821
C 4.56362 -1.73865 1.34520  -0.0515
O 5.72754 -1.48995 0.55433  0.0403
C 6.56380 -0.44899 0.97845  -0.5176
F 5.97480 0.23895 1.97124  0.1385
F 6.66102 0.40869 -0.06342  0.1455
C 7.96078 -0.94972 1.35192  -0.2723
F 7.91240 -1.84990 2.35436  0.0976
F 8.73601 0.07414 1.78667  0.0881
H 4.07176 -1.32670 4.14133  0.1533
H 3.88549 -2.26269 0.66884  0.1484
H 4.03882 -0.81636 1.60096  0.1323
H 8.44812 -1.42257 0.49662  0.1766
F 10.23632 2.96208 4.90290  0.0907
C 9.28520 2.02937 4.69381  -0.2962
F 8.11628 2.70172 4.54229  0.0938
C 9.18024 1.03997 5.86073  -0.4310
F 8.80932 1.66995 7.00014  0.1293
F 8.17356 0.16180 5.57688  0.1017
C 10.44123 0.19644 6.13757  -0.0424
O 11.30117 0.64539 7.18622  0.0377
C 12.27251 1.60266 6.86858  -0.5178
F 12.32252 1.78414 5.53623  0.1379
F 13.46155 1.05960 7.21778  0.1429
C 12.07252 2.91017 7.63836  -0.2793
F 10.87379 3.46446 7.36174  0.0978
F 13.01694 3.81661 7.29019  0.0975
H 9.49840 1.51506 3.75264  0.1594
H 10.08038 -0.77202 6.48932  0.1490
H 10.99686 -0.03016 5.22516  0.1454
H 12.12903 2.74071 8.71583  0.1754
F -8.95425 5.05625 -7.07528  0.0930
C -8.08971 6.04483 -7.37632  -0.3016
F -8.41956 6.47874 -8.61875  0.0932
C -6.63638 5.57135 -7.35345  -0.4377
F -6.42160 4.62434 -8.29532  0.1312
F -5.85448 6.63454 -7.70306  0.1033
C -6.11118 5.05964 -5.99701  -0.0461
O -6.09662 3.64596 -5.80364  0.0409
C -7.27042 3.04041 -5.33671  -0.5095
F -8.16178 3.98338 -4.97567  0.1360
F -6.93011 2.39090 -4.19961  0.1433
C -7.84223 2.03504 -6.33782  -0.2767
F -8.15025 2.62926 -7.51171  0.0986
F -8.98769 1.48410 -5.86600  0.0993
H -8.24406 6.87309 -6.67849  0.1735
H -5.05715 5.34174 -5.95974  0.1485
H -6.56708 5.58100 -5.15256  0.1446
H -7.12935 1.23566 -6.54047  0.1462
Br 0.95400 -1.21789 3.12630  0.5978
C -0.41808 -2.40560 2.28657  -0.5521
C -1.12038 -1.51974 1.16601  -0.2940
C -2.32150 -2.29943 0.50044  -0.1629
C -3.65632 -2.28231 1.31510  -0.1340
C -4.40933 -3.53584 1.40678  -0.0137
C -5.74588 -3.56986 2.15960  -0.0574
C -6.30512 -2.37955 2.78003  -0.0241
C -5.55266 -1.07383 2.72978  -0.3112
N -5.86512 0.14773 3.24158  -0.2690
S -4.66235 1.26429 2.86932  0.9714
N -3.69615 0.20878 1.98769  -0.2697
C -4.21911 -1.05333 1.96823  -0.2538
H -1.17470 -2.70558 3.07284  0.0759
H 0.03168 -3.34070 1.86063  0.0719
H -1.39699 -0.54734 1.64992  0.0694
H -0.37411 -1.25854 0.35265  0.1137
H -2.00007 -3.38684 0.42949  0.1200
H -2.48846 -1.97789 -0.56226  0.0836
H -4.06646 -4.49215 0.93868  0.1067
H -6.35801 -4.50942 2.22618  0.0974
H -7.29158 -2.36256 3.32114  0.1078

**LUMO energy**: -1.2542 eV
**E_HOMO**: -9.08 eV
**Spin multiplicity**: 1
**SMILES string**: FC(F)C(F)(F)COC(F)(F)C(F)F.FC(F)C(F)(F)COC(F)(F)C(F)F.FC(F)C(F)(F)COC(F)(F)C(F)F.FC(F)C(F)(F)COC(F)(F)C(F)F.BrCCCc1cccc2nsnc12